Formula: C27H27Cl2HfN5O5S2
Source: the Open Molecules 2025 dataset
Level of theory: ωB97M-V/def2-TZVPD

CARTESIAN COORDINATES (ANGSTROEM)
Hf -0.51 0.44 0.27
Cl -2.60 2.54 -4.38
Cl -1.55 2.49 -1.65
S 0.07 -1.12 -2.62
S -0.61 2.75 1.35
O -0.82 -0.26 -1.71
O 2.96 -0.48 7.40
O 0.69 -1.08 0.56
O -0.89 -2.87 -0.49
O 4.53 -0.78 5.87
N 1.34 2.72 -0.53
N 1.29 1.37 -0.45
N 0.61 4.76 0.14
N -0.92 0.04 2.45
N -2.78 0.41 0.50
C 1.75 -1.53 -0.10
C -0.45 -0.44 -5.20
C 0.45 -0.02 -4.04
C -5.48 0.63 1.17
C -1.09 -2.14 -3.61
C 2.22 -0.51 5.17
C 2.12 -2.88 0.01
C 0.55 3.42 0.23
C -1.94 3.52 -3.06
C 3.71 -1.18 -1.50
C -0.68 -1.93 -5.06
C -2.15 0.15 2.80
C 1.37 0.33 3.08
C 0.10 -0.18 3.38
C 2.30 0.74 -0.98
C 2.42 0.17 3.97
C 4.06 -2.50 -1.37
C 3.27 -0.59 6.25
C -3.18 0.35 1.79
C 3.26 -3.35 -0.61
C -1.14 -2.01 0.22
C 2.56 -0.66 -0.88
C -4.52 0.48 2.16
C -0.09 -0.89 4.57
C -5.08 0.61 -0.16
C 0.96 -1.04 5.45
C -3.72 0.52 -0.44
H 3.54 -4.39 -0.50
H 1.52 -3.53 0.62
H 0.82 -1.56 6.39
H 1.51 0.89 2.16
H 0.13 5.32 0.83
H -2.70 4.24 -2.75
H -1.46 -2.29 -5.73
H 3.05 1.36 -1.48
H -5.80 0.68 -0.96
H 0.00 -0.19 -6.16
H -1.03 4.00 -3.40
H -1.01 -3.18 -3.28
H 3.38 0.61 3.74
H -2.08 -1.76 -3.40
H -1.04 -1.35 4.78
H 0.23 -2.48 -5.28
H 0.29 1.00 -3.72
H 1.50 -0.18 -4.27
H 4.66 -0.93 4.92
H 4.34 -0.51 -2.07
H -1.41 0.09 -5.13
H -2.47 0.13 3.84
H 1.34 5.18 -0.40
H -4.80 0.47 3.20
H 4.96 -2.87 -1.83
H -6.52 0.74 1.43
H -3.38 0.53 -1.47

Properties
2S+1: 1
Total charge: +2
E_HOMO: -13.485 eV
Energy relative to the best compared isomer or geometry (same formula, charge and spin): 22.61 kcal/mol
Frontier orbital gap: 0.2405 hartree

Here are the Löwdin charges for atoms 1 to 2, given in e: 1.339, 0.585